## one
27
Properties=species:S:1:pos:R:3 method="wB97M-V/def2-TZVPD" spin_multiplicity=2 e_homo_ev="-13.88 / -14.02" charge=+1 gap_ev="10.1 / 6.5" lumo_energy_ha="-0.1405 / -0.2750"
C 0.13 -1.65 1.48
C -1.13 -2.46 1.29
C 0.73 -1.70 2.89
H 0.88 -2.12 0.85
H 0.08 -0.60 1.18
H -1.65 -2.32 0.34
H 1.62 -1.11 3.09
H -1.85 -2.37 2.10
H -0.91 -3.53 1.25
H -0.03 -1.50 3.65
H 1.01 -2.75 3.05
C -2.01 0.13 -1.20
C 1.11 1.66 -2.63
C -0.08 1.00 -2.55
C 1.68 2.23 -1.44
C -0.73 0.85 -1.29
C 0.94 2.26 -0.24
C -0.20 1.52 -0.14
O 2.90 2.66 -1.59
H 1.65 1.71 -3.56
H -0.56 0.59 -3.43
H 3.04 3.41 -0.97
H 1.32 2.70 0.67
H -2.50 0.23 -0.23
H -2.00 -0.93 -1.47
H -0.76 1.41 0.78
H -2.70 0.65 -1.89

## two
27
Properties=species:S:1:pos:R:3 method="wB97M-V/def2-TZVPD" spin_multiplicity=2 e_homo_ev="-13.38 / -13.38" charge=+1 gap_ev="9.6 / 5.8" lumo_energy_ha="-0.1397 / -0.2787"
C -0.79 1.83 -1.83
C 0.26 -1.50 -3.13
C 0.37 -2.29 -2.01
C -0.31 -0.23 -2.92
C -0.47 0.40 -1.66
C 0.13 -1.70 -0.74
C -0.44 -0.40 -0.55
O 0.68 -3.54 -2.29
H 0.23 -1.97 -4.18
H -0.61 0.26 -3.95
H 0.17 -2.48 0.16
H 0.60 -4.37 -1.73
H -0.62 2.34 -0.89
H -1.75 2.00 -2.15
H -0.61 0.16 0.45
H -0.28 2.32 -2.65
C 0.23 1.25 3.25
C -0.41 -0.08 3.20
C 1.05 1.38 1.87
H -0.73 1.95 3.25
H 0.87 1.49 4.20
H 0.19 -1.02 3.05
H 0.41 1.63 1.01
H -0.94 -0.09 2.22
H -0.78 -0.38 4.16
H 1.61 2.34 2.07
H 1.92 0.70 1.77

The structure with the least stability is two.

## one
8
Properties=species:S:1:pos:R:3 method="wB97M-V/def2-TZVPD" spin_multiplicity=1 e_homo_ev=-9.53 charge=0 gap_ev=8.7 lumo_energy_ha=-0.0312
C 0.04 -0.14 -0.43
C -0.69 0.17 0.45
F 3.01 1.19 -0.65
S 3.61 -1.59 -0.29
S 3.61 0.05 0.61
H 0.47 0.20 -1.31
H 2.36 0.13 1.24
H -1.14 -0.05 1.39

## two
8
Properties=species:S:1:pos:R:3 method="wB97M-V/def2-TZVPD" spin_multiplicity=1 e_homo_ev=-9.07 charge=0 gap_ev=8.3 smiles="FCC(=S)S" lumo_energy_ha=-0.0271
F -2.08 0.25 -0.12
C -0.95 -0.54 0.07
C 0.42 0.16 0.03
S 1.65 -1.00 -0.05
S 0.86 1.87 0.00
H -0.99 -1.31 -0.67
H -1.05 -1.07 1.05
H 2.14 1.63 -0.30

## three
8
Properties=species:S:1:pos:R:3 method="wB97M-V/def2-TZVPD" spin_multiplicity=1 e_homo_ev=-8.91 charge=0 gap_ev=8.0 lumo_energy_ha=-0.0331
C -0.54 0.21 -0.38
C 0.50 -0.92 0.06
H -1.00 2.59 0.52
H 0.69 -1.13 1.15
H 0.49 -2.11 -0.46
F 1.74 -0.22 -0.41
S 0.13 1.67 -0.20
S -2.02 -0.09 -0.26

The structure with the least stability is one.

## one
19
Properties=species:S:1:pos:R:3 method="wB97M-V/def2-TZVPD" spin_multiplicity=1 e_homo_ev=-8.22 charge=0 gap_ev=9.2 smiles=[O-][n+]1ncc[nH]1.N#CC1CC1 lumo_energy_ha=0.0346
O 1.00 0.11 -1.60
N 1.91 -0.04 -0.81
N 3.13 -0.18 -1.12
C 3.83 -0.23 0.00
C 2.99 -0.21 1.10
N 1.75 -0.09 0.56
H 4.94 -0.25 -0.02
H 3.08 -0.70 2.11
H 0.85 0.12 1.06
N -0.76 -0.57 1.96
C -1.68 -0.49 1.31
C -2.71 -0.25 0.40
C -2.68 1.08 -0.38
C -2.34 -0.14 -1.04
H -3.62 -0.75 0.53
H -1.86 1.74 -0.31
H -3.62 1.69 -0.74
H -2.92 -0.52 -1.74
H -1.30 -0.33 -1.28

## two
19
Properties=species:S:1:pos:R:3 method="wB97M-V/def2-TZVPD" spin_multiplicity=1 e_homo_ev=-8.27 charge=0 gap_ev=9.3 smiles=[O-][n+]1ncc[nH]1.N#CC1CC1 lumo_energy_ha=0.0380
O 0.26 -0.18 -1.24
N 0.67 -1.32 -1.43
N 0.44 -2.08 -2.43
C 1.07 -3.25 -2.22
C 1.68 -3.19 -1.02
N 1.45 -2.01 -0.50
H 0.99 -3.95 -2.94
H 2.46 -3.79 -0.61
H 1.54 -1.78 0.47
N 0.73 0.02 1.46
C 0.14 0.95 1.13
C -0.58 2.07 0.76
C -2.06 2.12 1.01
C -1.10 3.07 1.65
H -0.49 2.17 -0.28
H -2.47 1.44 1.73
H -2.58 2.51 0.17
H -0.94 4.18 1.51
H -1.22 3.04 2.77

The structure with the least stability is two.

## one
9
Properties=species:S:1:pos:R:3 method="wB97M-V/def2-TZVPD" spin_multiplicity=1 e_homo_ev=-2.06 charge=-1 gap_ev=5.6 lumo_energy_ha=0.1293
O -0.88 -1.22 2.37
H -1.26 -1.87 2.97
C 0.24 -0.75 -0.86
C 0.29 0.53 -0.50
O 0.44 1.57 -1.40
H 0.38 -1.47 -0.06
H 0.28 -1.04 -1.89
H 0.23 0.82 0.54
H 0.90 2.34 -1.09

## two
9
Properties=species:S:1:pos:R:3 method="wB97M-V/def2-TZVPD" spin_multiplicity=1 e_homo_ev=-2.39 charge=-1 gap_ev=7.2 lumo_energy_ha=0.1757
O 2.54 -0.12 0.05
H 2.17 -0.84 0.58
O 0.14 1.32 0.11
C -0.96 0.73 -0.12
C -1.24 -0.61 0.00
H -1.77 1.40 -0.47
H -0.67 -1.25 0.67
H -1.94 -1.03 -0.71
H 1.72 0.40 -0.11

The structure with the least stability is one.

## one
13
Properties=species:S:1:pos:R:3 method="wB97M-V/def2-TZVPD" spin_multiplicity=1 e_homo_ev=-7.75 charge=0 gap_ev=8.2 lumo_energy_ha=0.0176
C 0.97 -0.46 -0.82
C -1.23 -0.86 -0.83
C -0.17 -0.47 0.21
C -0.24 -0.06 -1.65
C -0.32 0.73 1.05
I -0.52 2.00 -2.32
H 1.77 0.20 -0.70
H 1.14 -1.54 -1.09
H -1.06 -1.84 -1.27
H -2.32 -0.53 -0.61
H -0.07 0.52 2.18
H -1.38 1.09 1.13
H 0.34 1.59 0.62

## two
13
Properties=species:S:1:pos:R:3 method="wB97M-V/def2-TZVPD" spin_multiplicity=1 e_homo_ev=-9.04 charge=0 gap_ev=9.5 smiles="C=C(C)C(=C)I" lumo_energy_ha=0.0155
C 0.60 -1.09 -0.44
C -0.19 -0.21 0.22
C -1.62 -0.07 -0.18
C 0.46 0.76 1.17
C 1.50 1.50 1.00
I -0.66 0.89 2.95
H 0.19 -1.80 -1.05
H 1.65 -1.18 -0.38
H -1.81 -0.22 -1.23
H -2.24 -0.90 0.23
H -1.86 1.05 -0.04
H 1.90 1.84 1.92
H 1.97 1.71 -0.02

The structure with the least stability is one.

## one
21
Properties=species:S:1:pos:R:3 method="wB97M-V/def2-TZVPD" spin_multiplicity=1 e_homo_ev=-9.20 charge=0 gap_ev=10.2 lumo_energy_ha=0.0356
C 0.38 -1.60 1.70
C -1.23 -1.24 -0.25
C 2.05 0.80 -0.60
C -0.74 2.34 -0.29
C -0.69 -0.47 -1.46
C -0.46 -0.59 0.97
Si 0.20 0.71 -0.29
H 1.03 -1.10 2.41
H 0.99 -2.19 1.02
H -0.21 -2.27 2.33
H -0.96 -2.31 -0.30
H -2.32 -1.17 -0.15
H 2.33 0.28 -1.52
H 2.52 1.80 -0.63
H 2.53 0.27 0.21
H -0.43 2.83 0.60
H -0.57 2.98 -1.16
H -1.81 2.12 -0.17
H -1.48 -0.06 -2.05
H 0.00 -1.08 -2.05
H -1.13 -0.04 1.68

## two
21
Properties=species:S:1:pos:R:3 method="wB97M-V/def2-TZVPD" spin_multiplicity=1 e_homo_ev=-8.32 charge=0 gap_ev=8.2 lumo_energy_ha=-0.0064
C -1.79 -1.55 -1.37
C -1.09 -1.40 -0.29
C 0.00 -2.33 0.13
C 1.41 0.53 -0.73
C 0.77 2.41 0.89
C 0.27 1.36 -0.09
Si -1.14 0.27 0.64
H -2.64 -0.86 -1.47
H -1.76 -2.25 -2.17
H 0.53 -2.89 -0.69
H -0.38 -2.77 1.13
H 0.75 -1.67 0.50
H 2.18 0.56 0.07
H 1.07 -0.45 -1.03
H 2.02 1.19 -1.48
H 1.19 3.33 0.33
H 1.43 1.97 1.60
H -0.03 2.81 1.47
H -0.17 1.89 -1.02
H -0.10 -0.84 2.76
H -2.53 0.70 0.82

The structure with the least stability is two.

## one
113
Properties=species:S:1:pos:R:3 method="wB97M-V/def2-TZVPD" spin_multiplicity=4 e_homo_ev="-7.99 / -10.08" charge=+1 gap_ev="4.7 / 6.8" lumo_energy_ha="-0.1198 / -0.1198"
Ti -18.51 11.62 4.51
C -20.60 13.14 6.11
N -20.23 11.73 6.06
C -21.25 10.72 6.13
C -22.51 10.96 5.25
N -23.49 11.77 5.56
C -24.30 11.77 4.43
C -25.50 12.42 4.27
C -26.08 12.41 3.06
C -25.55 11.64 1.99
C -24.32 10.92 2.15
C -23.68 10.96 3.40
N -22.57 10.40 4.01
C -19.53 14.00 5.65
N -18.44 13.62 5.01
C -17.74 14.86 4.77
C -16.59 15.03 4.01
C -16.11 16.36 3.84
C -16.87 17.44 4.37
C -18.08 17.23 5.04
C -18.47 15.94 5.19
N -19.64 15.31 5.78
H -20.82 13.49 7.12
H -21.38 13.34 5.43
H -19.61 11.58 6.90
H -21.62 10.58 7.15
H -20.89 9.77 5.84
H -25.93 13.00 5.09
H -27.01 13.00 2.81
H -26.10 11.62 0.96
H -24.00 10.26 1.30
H -21.89 9.77 3.48
H -16.04 14.26 3.37
H -15.16 16.62 3.38
H -16.58 18.46 4.21
H -18.65 18.06 5.48
H -20.46 15.84 6.17
C -19.24 10.26 -3.06
C -18.29 9.40 -2.17
C -16.94 9.01 -2.88
C -16.08 10.32 -3.01
C -15.95 11.05 -1.71
C -14.69 11.65 -1.33
C -14.54 12.22 -0.05
F -13.41 12.92 0.29
C -15.53 12.06 0.92
C -16.78 11.48 0.61
C -17.77 11.25 1.68
O -17.50 11.80 2.86
C -18.89 10.40 1.41
C -18.94 9.86 0.13
N -18.03 10.05 -0.88
C -16.96 10.96 -0.75
C -19.87 10.06 2.41
O -20.79 9.31 2.15
O -19.68 10.55 3.60
H -19.71 9.75 -3.89
H -18.68 11.08 -3.57
H -20.12 10.74 -2.52
H -18.84 8.51 -1.92
H -17.06 8.59 -3.88
H -16.40 8.31 -2.33
H -16.43 11.05 -3.76
H -15.01 10.17 -3.37
H -13.79 11.72 -1.95
H -15.38 12.45 1.95
H -19.77 9.20 -0.11
N -13.87 11.39 6.66
C -14.94 10.64 6.41
C -16.02 11.18 5.68
N -17.20 10.46 5.43
C -17.14 9.08 5.76
C -15.97 8.58 6.34
N -14.95 9.34 6.78
H -13.98 12.42 6.80
H -13.03 10.96 6.96
H -16.10 12.23 5.72
H -18.01 8.50 5.56
H -15.94 7.49 6.60
C -19.35 19.20 -4.41
C -20.70 19.15 -4.03
C -21.17 17.97 -3.51
C -20.33 16.90 -3.21
C -18.99 17.01 -3.53
C -18.51 18.14 -4.13
Ge -21.07 15.23 -2.45
C -22.67 15.83 -1.46
C -23.94 15.16 -1.54
C -25.06 15.81 -0.93
C -24.92 16.98 -0.19
C -23.65 17.52 -0.02
C -22.52 16.84 -0.51
C -21.75 14.03 -3.92
C -21.85 12.65 -3.75
C -22.23 11.85 -4.86
C -22.31 12.44 -6.13
C -22.16 13.81 -6.31
C -21.93 14.62 -5.17
H -18.89 20.11 -4.85
H -21.32 20.02 -4.09
H -22.24 17.81 -3.36
H -18.28 16.22 -3.43
H -17.42 18.20 -4.32
H -24.02 14.27 -2.12
H -26.09 15.40 -1.17
H -25.78 17.56 0.24
H -23.59 18.34 0.68
H -21.45 17.01 -0.20
H -21.73 12.14 -2.79
H -22.46 10.82 -4.76
H -22.53 11.82 -6.99
H -22.37 14.28 -7.31
H -21.84 15.73 -5.15

## two
113
Properties=species:S:1:pos:R:3 method="wB97M-V/def2-TZVPD" spin_multiplicity=4 e_homo_ev="-6.99 / -10.42" charge=+1 gap_ev="4.3 / 7.4" lumo_energy_ha="-0.0974 / -0.1101"
Ti 1.05 -0.57 -2.50
C 3.68 0.07 -3.98
N 2.64 0.92 -3.35
C 1.74 1.85 -4.09
C 0.61 2.11 -3.18
N 0.39 1.38 -2.09
C -0.80 1.91 -1.45
C -1.62 1.47 -0.41
C -2.83 2.12 -0.19
C -3.21 3.18 -1.03
C -2.41 3.71 -2.03
C -1.23 3.02 -2.23
N -0.29 3.11 -3.30
C 3.44 -1.39 -3.58
N 2.20 -1.84 -3.63
C 2.22 -3.27 -3.68
C 1.25 -4.13 -4.14
C 1.69 -5.45 -4.46
C 2.96 -5.89 -4.09
C 3.94 -4.97 -3.63
C 3.59 -3.66 -3.49
N 4.30 -2.41 -3.54
H 4.70 0.40 -3.73
H 3.45 0.00 -5.06
H 3.06 1.39 -2.54
H 1.40 1.36 -5.01
H 2.40 2.75 -4.29
H -1.26 0.62 0.16
H -3.51 1.70 0.61
H -4.20 3.64 -0.91
H -2.72 4.38 -2.89
H -0.39 3.87 -3.97
H 0.19 -3.80 -4.31
H 1.03 -6.12 -4.99
H 3.29 -6.87 -4.33
H 4.94 -5.42 -3.36
H 5.30 -2.37 -3.65
C -5.90 -3.07 -2.66
C -4.83 -4.15 -2.88
C -4.92 -5.44 -2.13
C -4.94 -5.17 -0.61
C -3.84 -4.23 -0.22
C -3.47 -4.10 1.09
C -2.41 -3.26 1.44
F -2.19 -3.07 2.74
C -1.63 -2.59 0.52
C -1.95 -2.81 -0.87
C -1.21 -2.21 -1.98
O -0.11 -1.58 -1.58
C -1.66 -2.21 -3.32
C -2.77 -2.99 -3.54
N -3.53 -3.51 -2.53
C -3.15 -3.49 -1.19
C -1.17 -1.22 -4.40
O -1.73 -1.18 -5.49
O -0.25 -0.41 -3.91
H -6.47 -2.87 -3.61
H -5.52 -2.14 -2.32
H -6.61 -3.40 -1.89
H -4.74 -4.48 -3.91
H -4.01 -5.98 -2.47
H -5.73 -6.13 -2.56
H -4.77 -6.10 0.04
H -6.00 -4.80 -0.34
H -4.12 -4.62 1.78
H -0.91 -1.85 0.83
H -3.19 -3.18 -4.54
N 5.14 0.97 0.58
C 4.37 -0.09 0.08
C 3.04 0.19 -0.27
N 2.30 -0.81 -0.71
C 2.81 -2.08 -0.61
C 4.15 -2.33 -0.23
N 4.91 -1.30 0.02
H 4.86 1.85 0.14
H 6.15 0.74 0.52
H 2.63 1.22 -0.20
H 2.16 -2.89 -0.90
H 4.54 -3.37 -0.09
C -2.14 7.02 4.65
C -0.89 6.71 5.24
C -0.24 5.57 4.88
C -0.70 4.73 3.88
C -1.92 5.05 3.30
C -2.65 6.21 3.63
Ge 0.17 3.00 3.41
C 2.10 3.36 3.86
C 2.75 2.98 5.02
C 4.00 3.60 5.30
C 4.63 4.45 4.43
C 4.04 4.67 3.20
C 2.86 4.08 2.91
C -0.41 1.86 4.89
C 0.33 0.69 5.04
C 0.20 -0.07 6.17
C -0.83 0.24 7.09
C -1.65 1.35 6.82
C -1.47 2.19 5.77
H -2.74 7.84 4.96
H -0.39 7.40 5.95
H 0.72 5.47 5.36
H -2.35 4.42 2.49
H -3.58 6.47 3.21
H 2.33 2.38 5.78
H 4.40 3.47 6.30
H 5.63 4.88 4.71
H 4.55 5.23 2.44
H 2.43 4.31 1.93
H 1.03 0.38 4.23
H 0.88 -0.85 6.51
H -0.97 -0.31 7.99
H -2.38 1.50 7.56
H -2.05 3.10 5.60

The structure with the least stability is two.

## one
12
Properties=species:S:1:pos:R:3 method="wB97M-V/def2-TZVPD" spin_multiplicity=1 e_homo_ev=-9.08 charge=0 gap_ev=9.7 smiles=FC(F)c1ncc[nH]1 lumo_energy_ha=0.0240
F -2.23 1.18 0.63
C -1.81 0.35 -0.38
F -2.66 -0.68 -0.42
C -0.41 -0.08 -0.13
N 0.02 -1.39 0.18
C 1.34 -1.26 0.40
C 1.75 0.04 0.27
N 0.65 0.76 -0.07
H -1.91 0.93 -1.32
H 1.93 -2.11 0.67
H 2.71 0.50 0.37
H 0.62 1.76 -0.20

## two
12
Properties=species:S:1:pos:R:3 method="wB97M-V/def2-TZVPD" spin_multiplicity=1 e_homo_ev="-9.98 / -10.14" charge=0 gap_ev="9.1 / 9.6" lumo_energy_ha="-0.0338 / -0.0212"
C 0.46 0.33 0.50
C -0.63 -0.06 -0.15
C 1.82 0.01 -0.03
C -0.60 -0.75 -1.55
N 2.05 -0.05 -1.26
N 0.20 0.03 -2.35
F -0.25 -2.07 -1.29
F 0.62 -0.76 -3.41
H 0.28 0.78 1.50
H -1.67 0.19 0.30
H 2.49 -0.06 0.76
H -1.66 -0.93 -1.78

The structure with the least stability is two.